Entry 1:
48
Properties=species:S:1:pos:R:3 method="wB97M-V/def2-TZVPD" energy_ev=-97742.219 orbital_gap_ha=0.26761 e_homo_ev=-4.41 molar_mass_g_mol=463.05 multiplicity=1 charge=-1 e_above_lowest_kcal_mol=54.4
Cu 0.7862 0.0888 -0.2086
N -3.5300 -0.4503 -7.6976
C -3.4214 0.0270 -6.3772
C -2.2978 0.7455 -5.9766
C -2.2160 1.2506 -4.6877
C -3.2461 1.0369 -3.7870
C -4.3714 0.3345 -4.1806
C -4.4606 -0.1667 -5.4686
S -3.1201 1.7318 -2.1205
O -4.4510 1.3978 -1.5071
O -3.0367 2.6740 0.9915
N -1.8661 0.9072 -1.4866
C -1.8147 -0.4277 -1.5003
N -2.8304 -1.2023 -1.9541
C -2.6867 -2.5072 -1.8970
C -1.5468 -3.1388 -1.4118
C -0.5401 -2.2948 -0.9915
N -0.6476 -0.9696 -1.0243
H -2.6372 -0.6282 -8.1313
H -4.1306 -1.2562 -7.7808
H -1.4872 0.9081 -6.6788
H -1.3346 1.7985 -4.3736
H -5.1563 0.1778 -3.4516
H -5.3412 -0.7209 -5.7771
H -3.5288 -3.0927 -2.2595
H -1.4487 -4.2129 -1.3699
H 0.4005 -2.6827 -0.6166
N -0.4378 -0.0464 1.8900
N -1.4716 0.9065 1.8243
C -2.7426 0.4884 1.7176
N -3.6601 1.4517 1.3572
S -3.2581 -1.0710 2.0135
H -0.9025 -0.9555 1.9241
H 0.0680 0.0786 2.7606
H -1.2371 1.7054 1.2467
H -3.6755 3.3361 1.2711
H -4.2318 1.1369 0.5448
C 4.4569 1.9800 0.3595
C 3.3527 1.3234 -0.4714
C 3.9130 0.1082 -1.2165
O 2.2970 0.9917 0.3549
H 5.3036 2.2960 -0.2581
H 4.8136 1.2712 1.1123
H 4.0556 2.8513 0.8795
H 3.0463 2.0587 -1.2425
H 4.2515 -0.6368 -0.4903
H 4.7525 0.3750 -1.8673
H 3.1274 -0.3442 -1.8263

---

Entry 2:
103
Properties=species:S:1:pos:R:3 method="wB97M-V/def2-TZVPD" s2=3.753 energy_ev=-76089.014 orbital_gap_ha="0.33919 / 0.34125" e_homo_ev="-15.88 / -15.89" molar_mass_g_mol=743.16 multiplicity=4 charge=+3
Er 0.6039 -0.2826 0.1420
C 2.7717 4.0467 -1.0522
N 1.8618 4.0909 0.0566
C 1.9336 5.2930 0.8943
C 1.1700 2.9881 0.4935
N 1.6514 1.7353 0.4354
C 3.1334 1.6079 0.4112
C 3.5519 0.4929 1.3188
N 2.8390 -0.8142 1.1212
C 2.7041 -1.4642 2.4858
C 1.3835 -1.1344 3.1139
N 0.2818 -1.5156 2.2008
C -0.7053 -2.1985 2.8150
N -1.2355 -1.8326 4.0154
C -1.6908 -2.7785 5.0269
C -1.1074 -0.4854 4.5006
N -1.2811 -3.2882 2.1862
C -0.4052 -4.2814 1.5950
C -2.6881 -3.6880 2.2394
C 3.4711 -1.7539 0.1635
C 3.3049 -1.4587 -1.3193
N 2.0220 -0.8524 -1.7131
C 1.8905 -0.5278 -3.0070
N 2.8388 -0.7134 -3.9841
C 3.0174 0.2590 -5.0988
C 3.7682 -1.8360 -3.9893
N 0.6930 0.0631 -3.4555
C 0.1598 1.2367 -2.7837
C -0.0702 -0.5313 -4.5430
N -0.1221 3.1510 0.9600
C -0.9677 4.2635 0.5616
C -0.6340 2.1812 1.9032
H 2.5478 4.8682 -1.7538
H 2.7227 3.0748 -1.5642
H 3.8453 4.1713 -0.7564
H 2.9744 5.4681 1.2138
H 1.3305 5.1811 1.7972
H 1.6404 6.1738 0.3344
H 3.5745 2.5028 0.7981
H 3.4845 1.4887 -0.6106
H 3.3517 0.7861 2.3622
H 4.6302 0.2920 1.2370
H 3.5566 -1.1490 3.1147
H 2.7440 -2.5436 2.3286
H 1.2793 -0.0573 3.3679
H 1.2863 -1.6962 4.0529
H -1.6658 -3.8366 4.6737
H -2.7106 -2.4803 5.2799
H -1.0536 -2.7406 5.9053
H -0.8185 0.1791 3.6925
H -0.3684 -0.3905 5.3161
H -2.0730 -0.1524 4.8846
H -0.1382 -5.0570 2.3532
H 0.4838 -3.7726 1.1978
H -0.9027 -4.7853 0.7410
H -2.6925 -4.8020 2.3961
H -3.1948 -3.5010 1.2588
H -3.2775 -3.1310 3.0020
H 3.0321 -2.7689 0.3695
H 4.5450 -1.8514 0.3867
H 3.4674 -2.4578 -1.7995
H 4.1265 -0.8304 -1.6611
H 2.3147 1.0723 -4.9356
H 2.8329 -0.1894 -6.0959
H 4.0450 0.6398 -5.0685
H 3.2797 -2.8075 -3.7795
H 4.5842 -1.6979 -3.2822
H 4.2817 -1.8479 -4.9565
H 0.8471 2.0885 -2.8367
H 0.0133 1.0368 -1.7181
H -0.8055 1.5515 -3.2253
H 0.4354 -1.4089 -4.9656
H -0.2144 0.2066 -5.3336
H -1.0770 -0.8224 -4.2061
H -0.5017 4.8623 -0.1981
H -1.2152 4.9229 1.4242
H -1.8930 3.8484 0.1250
H -0.0674 2.1689 2.8535
H -0.5712 1.1774 1.4564
H -1.7208 2.3651 2.0602
C -5.4186 2.2596 -0.5804
N -4.7194 0.9726 -0.4277
C -4.7705 0.4684 0.9652
C -3.3137 1.0397 -0.9985
C -2.7788 -0.3468 -1.2679
C -3.5632 -1.2633 -1.9889
C -3.1295 -2.6009 -2.1738
C -1.8466 -2.9845 -1.7457
C -1.0598 -2.0167 -1.1018
C -1.4977 -0.6933 -0.8339
H -6.4698 2.1669 -0.2648
H -5.4118 2.6038 -1.6147
H -4.9145 3.0439 0.0170
H -5.2668 0.3075 -0.9935
H -4.4497 1.2660 1.6755
H -4.0997 -0.3905 1.0662
H -5.8067 0.1532 1.1949
H -2.7239 1.5723 -0.2565
H -3.3857 1.6957 -1.8938
H -4.4788 -0.8986 -2.4582
H -3.8268 -3.3202 -2.6114
H -1.4491 -3.9908 -1.8578
H -0.0582 -2.3645 -0.7797